(1)
Formula: C39H41NO2P2Pt
Source: the OMol25 dataset
Level of theory: wB97M-V/def2-TZVPD

XYZ file:
```
86
Properties=species:S:1:pos:R:3:forces:R:3
Pt 1.71701 -1.21999 -3.70763 0.7 0.3 -1.6
C -2.30802 0.07012 -0.11795 -1.3 -0.5 -0.4
C -2.59301 -0.07947 -1.42529 0.1 -0.6 1.1
C -3.12807 0.93781 -2.38123 -0.2 0.4 -0.7
C -2.10479 1.91470 -3.04242 -0.6 0.0 -0.2
C -1.11907 2.58305 -2.12490 0.7 0.4 -1.1
C -1.18622 2.73607 -0.81852 0.5 0.2 1.4
C -2.42291 2.62847 0.03246 -0.3 -0.3 -0.1
C -2.56984 1.27635 0.75738 0.6 0.2 0.3
C 3.68446 -0.84787 -3.39392 -0.2 -0.3 -0.5
H -2.04256 -0.85406 0.41423 -0.1 0.5 -0.2
H -2.55331 -1.11318 -1.80698 0.2 0.8 0.4
H -3.91351 1.53938 -1.91476 0.0 -0.3 -0.1
H -3.60329 0.36814 -3.20136 0.1 0.4 0.2
H -1.53732 1.33928 -3.79364 0.0 0.2 0.3
H -2.68031 2.66187 -3.63137 0.2 -0.3 0.3
H -0.22024 2.99082 -2.62615 -0.2 -0.9 0.3
H -0.24353 2.92219 -0.26016 -0.6 0.4 -0.6
H -3.28978 2.77670 -0.61885 0.1 0.1 0.3
H -2.43902 3.45254 0.77128 0.1 -0.4 -0.3
H -1.83089 1.23555 1.57385 -0.2 0.1 -0.1
H -3.55707 1.24264 1.26891 0.4 -0.3 -0.4
H 4.06502 -1.79497 -3.01702 0.3 -0.1 0.1
H 3.86210 -0.06375 -2.66179 -0.2 0.1 0.0
H 4.18635 -0.61388 -4.33464 0.2 0.1 0.0
P -0.14662 -1.67822 -7.67104 -1.7 -0.3 -0.1
P 1.47883 0.31707 -7.89219 0.3 1.6 -1.5
C -1.04247 -0.24010 -8.31024 0.9 1.0 -0.2
C -0.14533 0.73033 -8.59342 -0.8 -0.9 -0.1
C -0.50536 -2.84632 -9.03965 0.5 -0.4 -0.2
C -1.63255 -2.74194 -9.86937 0.1 0.0 0.0
C -1.81719 -3.63554 -10.92536 0.1 0.0 0.1
C -0.87338 -4.63433 -11.17347 0.1 0.2 0.3
C 0.27150 -4.71843 -10.37318 -0.1 0.0 -0.1
C 0.46192 -3.83062 -9.31656 -0.4 0.2 0.0
C -1.13410 -2.11913 -6.21920 0.2 -0.4 0.4
C -0.75892 -1.47764 -5.01860 -0.2 0.0 -0.7
C -1.44192 -1.79426 -3.86393 -0.2 -0.2 0.5
C -2.57081 -2.63062 -3.88880 0.4 0.0 -0.5
C -2.94496 -3.25062 -5.08670 0.1 0.3 0.4
C -2.19802 -3.03506 -6.24958 0.2 0.2 0.0
C 2.41910 0.57627 -9.52204 0.4 -0.3 0.1
C 2.20952 -0.30764 -10.60039 -0.2 0.2 0.1
C 2.64663 0.01993 -11.88729 0.1 0.1 0.2
C 3.33876 1.21524 -12.11425 -0.1 -0.1 0.3
C 3.64836 2.04405 -11.03276 -0.1 -0.3 0.0
C 3.21718 1.70616 -9.74334 -0.1 0.2 0.0
C 1.75472 1.89144 -6.99898 0.5 -0.2 0.9
C 2.99962 2.06180 -6.36268 -0.2 0.3 -0.3
C 3.37499 3.33126 -5.92264 -0.2 0.0 0.0
C 2.49594 4.41405 -6.07231 0.0 -0.3 0.0
C 1.20511 4.20429 -6.56740 0.1 -0.1 0.2
C 0.80965 2.92826 -6.96828 0.2 0.0 -0.4
H -2.12499 -0.24152 -8.47010 0.4 0.2 -0.1
H -0.27474 1.64307 -9.19620 -0.2 -0.4 0.5
H -2.36724 -1.95301 -9.71584 0.2 -0.3 0.0
H -2.70335 -3.54284 -11.55425 0.3 -0.1 0.2
H -1.02526 -5.33604 -11.99171 0.1 0.2 0.2
H 1.02708 -5.47737 -10.57307 -0.2 0.2 0.0
H 1.35980 -3.88293 -8.69743 -0.2 -0.1 -0.2
H 0.03240 -0.68469 -5.01833 -0.2 -0.6 0.1
H -1.04253 -1.43010 -2.92038 -0.3 0.1 -0.3
H -3.14115 -2.79464 -2.97222 0.2 -0.1 -0.3
H -3.81425 -3.90948 -5.09574 0.3 0.1 -0.1
H -2.44617 -3.56670 -7.17229 0.1 0.2 0.3
H 1.66953 -1.24241 -10.44426 0.0 0.2 0.0
H 2.43830 -0.64786 -12.72597 0.0 0.1 0.3
H 3.63850 1.49246 -13.12620 0.0 -0.1 0.3
H 4.21580 2.96302 -11.19409 -0.2 -0.3 0.1
H 3.47958 2.36232 -8.91510 -0.2 -0.1 -0.2
H 3.67183 1.20641 -6.24678 -0.2 0.3 -0.1
H 4.35868 3.47510 -5.47318 -0.3 0.0 -0.1
H 2.80970 5.41752 -5.77685 -0.1 -0.3 -0.1
H 0.50003 5.03360 -6.65224 0.2 -0.3 0.2
H -0.21618 2.76047 -7.29909 0.4 0.1 0.0
O 0.35482 -3.01492 -1.49409 0.4 1.1 0.7
C 0.73366 -1.93686 -1.02491 -0.3 0.4 -0.7
C 0.65544 -1.49279 0.43555 0.0 -0.9 0.3
C 0.96143 -0.02985 0.42130 0.4 0.7 0.2
C 1.45867 0.27635 -0.99596 -0.5 -1.3 -0.3
O 1.91774 1.33902 -1.35243 -0.1 -0.3 -0.1
N 1.24876 -0.88808 -1.78496 -0.6 0.5 2.1
H -0.31007 -1.71828 0.88794 0.1 -0.2 -0.2
H 1.41060 -2.03138 1.02421 -0.2 -0.1 -0.2
H 0.08592 0.58966 0.64778 0.2 0.0 -0.2
H 1.72823 0.21137 1.16009 0.0 0.3 -0.2
```
Forces are in eV/Å.

LUMO (spin up / spin down) ... -0.222 / -2.723 eV
ΔE to the lowest compared entry with this formula, charge and spin ... 17.11 kJ/mol
M ... 812.8 g/mol
Multiplicity ... 3
E ... -2517.7249 a.u.
⟨S²⟩ ... 2.01

Mulliken population analysis, charges in e, atoms 1 to 4:
1 Pt 0.21
2 C -0.58
3 C 0.18
4 C -1.46

***

(2)
Formula: C39H42I2N3OSiTi
Source: the OMol25 dataset
Level of theory: wB97M-V/def2-TZVPD

XYZ file:
```
89
Properties=species:S:1:pos:R:3:forces:R:3
Ti -0.05192 0.41470 -0.31378 1.3 0.1 -1.1
I -5.74945 -1.00666 -5.08610 -0.1 0.0 -0.1
C -4.43534 -0.56996 -3.53791 0.0 0.1 0.1
C -4.76798 0.40393 -2.60473 0.1 -0.1 0.0
C -3.88679 0.69401 -1.57332 -0.1 0.0 0.0
I -4.34740 2.21643 -0.23413 0.0 0.0 0.0
C -2.68758 -0.00037 -1.45762 0.0 0.1 0.3
O -1.83569 0.25667 -0.44531 -0.8 0.0 0.3
C -2.34009 -0.94888 -2.41886 0.0 0.0 -0.1
C -1.00006 -1.61441 -2.31984 0.0 0.0 0.0
N 0.10848 -0.60642 -2.33866 -0.3 0.1 0.2
C 0.08809 0.25644 -3.53044 0.1 0.0 -0.1
C -0.41999 1.62297 -3.17723 0.0 0.0 0.0
C -0.89778 2.50599 -4.13124 0.0 0.0 0.0
C -1.31693 3.76110 -3.72837 0.0 0.0 0.0
C -1.24576 4.09783 -2.38424 0.0 0.0 0.0
C -0.75274 3.16688 -1.49691 0.0 0.0 0.0
N -0.34020 1.95064 -1.88374 0.0 0.0 0.0
C -3.21947 -1.23227 -3.45479 0.0 0.0 0.0
H -5.70630 0.93519 -2.67664 0.0 0.0 0.0
H -0.87180 -2.31752 -3.14599 0.0 0.0 0.0
H -0.90694 -2.16168 -1.37792 0.0 0.0 0.0
H 0.98205 -1.12201 -2.29638 0.0 0.0 0.1
H -0.51409 -0.17960 -4.33003 0.0 0.0 0.0
H 1.10855 0.35600 -3.90992 0.0 0.0 0.0
H -0.94189 2.20534 -5.16914 0.0 0.0 0.0
H -1.70021 4.46715 -4.45266 0.0 0.0 0.0
H -1.57156 5.06268 -2.02415 0.0 0.0 0.0
H -0.67050 3.38505 -0.44133 0.0 0.0 0.0
H -2.95343 -1.97978 -4.19159 0.0 0.0 0.0
C -3.78487 0.53002 3.26698 0.0 0.0 0.0
C -2.92892 -0.52422 2.62021 0.0 0.0 0.1
C -3.44937 -1.37850 1.65848 0.0 0.0 -0.1
C -2.70105 -2.43948 1.15086 0.0 0.0 0.0
C -3.31505 -3.38906 0.15524 0.0 0.0 0.0
C -1.40999 -2.63545 1.62403 0.0 0.0 0.0
C -0.85247 -1.78597 2.58200 -0.1 -0.1 0.1
C 0.47363 -2.09632 3.21927 0.0 0.0 0.0
C -1.61874 -0.72498 3.05166 0.0 0.0 0.0
H -4.37774 0.08605 4.06964 0.0 0.0 0.0
H -4.47914 0.97855 2.55819 0.0 0.0 0.0
H -3.17615 1.31803 3.70954 0.0 0.0 0.0
H -4.46517 -1.22708 1.30444 0.0 0.0 0.0
H -4.06561 -4.01830 0.63672 0.0 0.0 0.0
H -2.56467 -4.05078 -0.27932 0.0 0.0 0.0
H -3.81643 -2.85240 -0.65331 0.0 0.0 0.0
H -0.83436 -3.48596 1.27332 0.0 0.0 0.0
H 0.31078 -2.63444 4.15614 0.0 0.0 0.0
H 1.02455 -1.18698 3.45443 0.0 0.0 0.0
H 1.08885 -2.72419 2.57805 0.0 0.0 0.0
H -1.21052 -0.08511 3.82734 0.0 0.0 0.0
C 1.06728 -1.22247 0.05472 0.3 -0.3 0.1
C 1.97583 -2.03209 0.07696 0.0 -0.1 0.0
C 3.06763 -2.96049 0.10250 0.0 0.1 0.0
C 3.03158 -4.12854 -0.66085 0.0 0.0 0.0
C 4.12855 -4.97294 -0.69018 0.0 0.0 0.0
C 5.26736 -4.66169 0.04007 0.0 0.0 0.0
C 5.30005 -3.51568 0.82386 0.0 0.0 0.0
C 4.20595 -2.66875 0.85886 0.0 0.0 0.0
H 2.13804 -4.37072 -1.22183 0.0 0.0 0.0
H 4.09675 -5.87586 -1.28485 0.0 0.0 0.0
H 6.12959 -5.31336 -0.00053 0.0 0.0 0.0
H 6.18044 -3.28306 1.40758 0.0 0.0 0.0
H 4.21621 -1.77802 1.47403 0.0 0.0 0.0
C 3.96179 2.55045 1.09755 0.0 -0.1 0.1
Si 2.62322 2.20725 -0.14426 -0.1 0.1 -0.1
C 2.28615 3.81237 -1.04754 -0.1 0.1 0.0
C 3.22439 0.97954 -1.41719 0.0 -0.1 0.0
N 1.11818 1.56651 0.59765 -0.2 0.2 0.3
C 0.82278 1.80441 1.97748 -0.1 0.2 -0.2
C 1.71098 1.41878 2.98159 -0.1 -0.1 0.1
C 1.43541 1.71353 4.30580 0.0 0.0 0.0
C 0.27036 2.38848 4.65312 0.0 0.0 0.0
C -0.63283 2.74065 3.66389 0.0 0.0 0.0
C -0.36313 2.44421 2.33478 0.0 0.1 0.0
H 4.72778 3.14257 0.59217 0.0 0.0 0.0
H 4.43458 1.64304 1.47534 0.0 0.0 0.0
H 3.60327 3.12345 1.95315 0.0 0.1 0.0
H 3.23247 4.34353 -1.17103 0.0 0.0 0.0
H 1.61246 4.47634 -0.50252 0.0 0.0 0.0
H 1.87299 3.64911 -2.04414 0.0 0.0 0.0
H 3.91021 1.48753 -2.09950 0.0 0.0 0.0
H 2.41257 0.57050 -2.02210 0.0 0.0 -0.1
H 3.74728 0.13627 -0.96429 0.0 0.0 0.0
H 2.60644 0.87334 2.71751 0.0 0.0 0.0
H 2.13525 1.41197 5.07427 0.0 0.0 0.0
H 0.06885 2.63023 5.68765 0.0 0.0 0.0
H -1.54718 3.25942 3.92056 0.0 0.0 0.0
H -1.08239 2.71737 1.56875 0.0 0.0 0.0
```
Forces are in eV/Å.

LUMO ... -3.225 eV
ΔE to the lowest compared entry with this formula, charge and spin ... 0.00 kJ/mol
M ... 898.5 g/mol
E ... -3485.1147 a.u.
Charge ... +1

Mulliken population analysis, charges in e, atoms 1 to 4:
1 Ti -1.45
2 I 0.12
3 C -0.74
4 C 0.05

***

The highest ΔE to the lowest compared entry with this formula, charge and spin belongs to which entry? C39H41NO2P2Pt

***

Number 2 is which compound? C39H42I2N3OSiTi